Below is a structure of composition C24H43Cl2N4O5SiSn, with properties calculated with wB97M-V/def2-TZVPD.

Last column: Mulliken charge in e.
Cartesian coordinates (Å):
1 C -1.83 2.92 -2.00  -1.239
2 C -2.59 2.22 -0.91  0.487
3 H -2.37 2.88 -2.96  0.467
4 H -0.84 2.47 -2.15  -0.246
5 H -1.69 3.98 -1.76  0.278
6 C -3.91 2.01 -0.94  0.238
7 C -4.83 2.43 -2.03  -1.586
8 H -4.40 1.50 -0.11  0.440
9 H -4.35 2.57 -3.01  0.355
10 H -5.34 3.36 -1.79  0.274
11 H -5.62 1.68 -2.16  0.354
12 Sn 0.71 -0.35 0.31  -1.525
13 Cl 1.90 -0.29 -1.73  0.128
14 C -0.46 -0.71 3.14  -0.066
15 O -0.21 -1.30 2.04  -0.735
16 N -0.93 -1.36 4.19  0.773
17 C -1.14 -2.81 4.22  -1.222
18 C -1.30 -0.60 5.39  -1.074
19 H -0.32 0.37 3.25  0.256
20 H -0.58 -3.28 3.40  0.222
21 H -2.20 -3.05 4.15  0.240
22 H -0.78 -3.17 5.18  0.428
23 H -0.91 0.42 5.29  0.251
24 H -0.85 -1.08 6.27  0.409
25 H -2.39 -0.56 5.53  0.336
26 H 5.12 -3.13 2.47  0.347
27 H 6.54 -1.18 1.76  0.343
28 C 4.70 -3.16 1.45  -1.138
29 C 6.04 -1.17 0.78  -0.971
30 N 4.73 -1.82 0.87  0.349
31 H 3.68 -3.55 1.47  0.195
32 C 3.64 -1.13 0.61  1.242
33 O 2.47 -1.58 0.90  -1.053
34 H 5.89 -0.13 0.46  0.188
35 H 3.80 -0.15 0.15  -0.270
36 H 5.34 -3.81 0.85  0.342
37 H 6.68 -1.69 0.05  0.361
38 H -1.79 -0.13 -2.64  0.184
39 H -4.16 -1.22 -1.05  0.237
40 C -1.74 -1.22 -2.78  -0.925
41 C -3.66 -2.12 -1.44  -0.986
42 N -2.22 -1.90 -1.58  0.930
43 H -0.71 -1.51 -2.99  0.094
44 C -1.41 -2.28 -0.60  -0.676
45 O -0.16 -2.07 -0.63  0.144
46 H -3.82 -2.95 -0.74  0.290
47 H -1.85 -2.83 0.25  0.145
48 H -2.40 -1.50 -3.60  0.469
49 H -4.08 -2.36 -2.43  0.356
50 O -1.00 0.65 -0.41  1.414
51 C -1.70 1.70 0.22  0.232
52 C -3.15 0.10 1.56  0.753
53 C -2.45 1.30 1.50  0.011
54 H -3.04 -0.60 0.72  -0.274
55 C -3.99 -0.16 2.65  -0.732
56 H -0.98 2.50 0.46  0.222
57 C -2.53 2.21 2.56  -0.141
58 H -4.54 -1.10 2.67  0.391
59 C -4.11 0.76 3.69  -0.633
60 C -3.37 1.95 3.65  -0.739
61 H -1.94 3.13 2.50  0.422
62 H -4.76 0.55 4.53  0.437
63 H -3.44 2.66 4.47  0.349
64 Si 3.16 1.17 -4.13  0.635
65 Cl 1.24 2.02 -3.79  -0.247
66 C 3.00 -0.69 -4.43  -0.933
67 C 4.34 1.69 -2.76  -0.717
68 C 3.91 1.95 -5.68  -1.079
69 H 2.24 -1.20 -3.83  0.171
70 H 3.97 -1.15 -4.21  0.255
71 H 2.75 -0.87 -5.48  0.375
72 H 3.43 1.59 -6.60  0.301
73 H 4.98 1.70 -5.76  0.301
74 H 3.82 3.04 -5.68  0.269
75 H 4.03 1.37 -1.76  -0.018
76 H 4.45 2.79 -2.74  0.299
77 H 5.33 1.27 -2.97  0.299
78 O 3.30 1.42 2.89  -0.515
79 C 2.32 1.33 2.22  0.667
80 N 1.32 1.24 1.54  -1.214

Summary:
**Highest occupied orbital energy (spin up / spin down)**: 0.18 / -0.07 eV
**Charge**: -1
**Spin multiplicity**: 1
**LUMO (spin up / spin down)**: 2.6 / 2.5 eV

Below is a cluster of 8 separate species, C13H43BClN16O9S in total, with properties calculated with wB97M-V/def2-TZVPD.

Last column: Mulliken charge in e.
Cartesian coordinates (Å):
1 C -2.41 0.88 -1.65  -0.519
2 N -1.08 1.52 -1.70  -0.369
3 C -0.76 2.10 -0.41  -0.774
4 S 1.02 2.38 -0.31  0.016
5 C 1.79 0.80 0.19  -0.766
6 C 0.76 -0.20 0.68  0.546
7 O 0.08 -0.05 1.66  -0.417
8 Cl 0.63 -1.61 -0.34  -0.185
9 B 1.39 3.50 1.28  0.486
10 O 2.41 4.33 0.93  -0.479
11 N 0.73 3.44 2.52  0.200
12 C 1.30 2.60 3.57  -1.097
13 C -0.73 3.61 2.58  -0.950
14 H -2.39 -0.09 -1.13  0.283
15 H -3.08 1.55 -1.12  0.243
16 H -2.79 0.74 -2.66  0.097
17 H -0.39 0.82 -1.94  0.285
18 H -1.09 1.51 0.45  0.493
19 H -1.19 3.09 -0.31  0.593
20 H 2.36 0.43 -0.66  0.591
21 H 2.46 1.00 1.02  0.427
22 H 3.23 4.20 1.42  0.347
23 H 2.39 2.60 3.48  0.402
24 H 1.08 3.04 4.55  0.422
25 H 0.94 1.57 3.55  0.230
26 H -1.02 4.53 2.06  0.291
27 H -1.01 3.73 3.63  0.305
28 H -1.32 2.78 2.19  0.315
29 C 3.21 -5.56 1.04  0.629
30 O 3.51 -6.71 1.29  -0.644
31 N 4.13 -4.54 1.06  -0.188
32 N 1.93 -5.21 0.67  -0.278
33 H 3.89 -3.59 0.87  0.099
34 H 5.09 -4.78 1.27  0.223
35 H 1.25 -5.94 0.66  0.179
36 H 1.66 -4.29 0.37  0.137
37 C 7.68 -3.84 2.35  0.646
38 O 7.06 -4.69 1.72  -0.705
39 N 9.03 -3.89 2.49  -0.431
40 N 7.06 -2.79 2.97  -0.343
41 H 9.56 -3.22 3.01  0.155
42 H 9.51 -4.66 2.06  0.224
43 H 6.06 -2.76 2.92  0.191
44 H 7.54 -2.10 3.51  0.174
45 C 4.20 -3.50 -3.14  0.597
46 O 3.14 -2.92 -3.30  -0.663
47 N 5.25 -3.37 -4.02  -0.394
48 N 4.43 -4.31 -2.06  -0.263
49 H 6.12 -3.85 -3.91  0.165
50 H 5.10 -2.79 -4.82  0.228
51 H 3.67 -4.42 -1.42  0.104
52 H 5.29 -4.79 -1.88  0.168
53 C -5.58 -1.09 -3.69  0.707
54 O -4.47 -0.62 -3.43  -0.696
55 N -6.73 -0.38 -3.51  -0.379
56 N -5.73 -2.35 -4.18  -0.406
57 H -7.64 -0.74 -3.74  0.166
58 H -6.64 0.56 -3.18  0.209
59 H -4.89 -2.89 -4.33  0.220
60 H -6.61 -2.76 -4.41  0.165
61 C -4.37 4.04 0.95  0.606
62 O -3.29 3.46 0.84  -0.566
63 N -4.54 5.33 0.55  -0.406
64 N -5.47 3.43 1.48  -0.414
65 H -5.40 5.83 0.62  0.165
66 H -3.75 5.80 0.15  0.206
67 H -5.37 2.48 1.78  0.218
68 H -6.36 3.89 1.57  0.165
69 C -3.92 1.54 -6.91  0.600
70 O -5.03 1.22 -7.30  -0.645
71 N -3.06 2.27 -7.68  -0.376
72 N -3.46 1.18 -5.67  -0.198
73 H -2.15 2.54 -7.38  0.160
74 H -3.38 2.54 -8.59  0.228
75 H -4.07 0.63 -5.09  0.098
76 H -2.55 1.44 -5.32  0.118
77 C -1.32 1.02 6.10  0.728
78 O -0.22 1.55 6.00  -0.642
79 N -2.40 1.68 6.62  -0.410
80 N -1.55 -0.26 5.70  -0.401
81 H -3.30 1.26 6.72  0.159
82 H -2.25 2.62 6.94  0.220
83 H -0.77 -0.78 5.33  0.211
84 H -2.43 -0.72 5.78  0.161

Summary:
**Highest occupied orbital energy**: -11.04 eV
**Charge**: +1
**Spin multiplicity**: 1
**LUMO**: -3.3 eV

Below is a cluster of 2 separate species, C6H15NO in total, with properties calculated with wB97M-V/def2-TZVPD.

Last column: Löwdin spin population.
Cartesian coordinates (Å):
1 C 2.09 0.80 1.02  0.010
2 C 0.74 0.45 1.65  0.065
3 C 0.29 -0.99 1.26  0.086
4 C -3.31 -2.52 0.60  0.060
5 C -2.07 -1.63 0.57  0.333
6 C -1.01 -1.62 1.41  0.269
7 N 2.08 1.42 -0.29  0.056
8 H 2.73 1.51 1.67  0.010
9 H 2.64 -0.26 0.96  0.001
10 H 0.79 0.38 2.77  0.005
11 H 0.02 1.13 1.21  0.000
12 H 0.38 -0.90 0.05  0.031
13 H 0.96 -1.83 1.59  0.006
14 H -3.07 -3.50 -0.02  0.034
15 H -3.82 -2.90 1.66  0.008
16 H -4.13 -1.99 0.11  0.006
17 H -2.11 -1.09 -0.25  0.013
18 H -1.32 -2.36 2.20  0.007
19 H 1.29 2.13 -0.44  0.000
20 H 2.21 0.90 -1.04  0.001
21 H 1.95 4.56 -5.01  0.000
22 H 0.92 3.87 -5.81  0.000
23 O 1.75 4.45 -5.87  0.000

Summary:
**Highest occupied orbital energy (spin up / spin down)**: -13.08 / -12.68 eV
**Charge**: +1
**Spin multiplicity**: 2
**LUMO (spin up / spin down)**: -4.2 / -8.6 eV

Below is the molecule C5H5NO2, with properties calculated with wB97M-V/def2-TZVPD.

Last column: Mulliken charge in e.
Cartesian coordinates (Å):
1 O -1.56 -1.78 -0.25  -0.524
2 C -1.08 -0.67 0.08  0.687
3 C -1.97 0.62 0.32  -0.264
4 C -1.14 1.59 -0.17  -0.463
5 N 0.32 1.21 -0.04  -0.517
6 C 0.39 -0.11 -0.09  0.278
7 C 1.67 -0.80 0.19  -0.292
8 O 2.74 0.16 -0.07  -0.509
9 H -2.93 -0.06 0.55  0.343
10 H -1.30 2.69 -0.27  0.342
11 H 1.84 -1.30 1.29  0.243
12 H 1.47 -1.62 -0.64  0.223
13 H 2.01 0.86 -0.13  0.453

Summary:
**Highest occupied orbital energy**: -10.22 eV
**Structure (SMILES)**: O=C1C=CN=C1CO
**Spin multiplicity**: 1
**LUMO**: -1.5 eV

Below is the molecule C7H7ClO, with properties calculated with wB97M-V/def2-TZVPD.

Last column: Mulliken charge in e.
Cartesian coordinates (Å):
1 O -1.70 -1.83 -0.75  -0.566
2 C -0.91 -0.88 -0.17  0.586
3 C 0.26 -1.35 0.54  -0.692
4 C 1.30 -0.54 0.80  -0.473
5 C 1.43 0.74 0.17  -0.404
6 C 0.49 1.20 -0.67  -0.656
7 C -0.81 0.55 -0.78  0.055
8 C -1.65 0.43 0.47  -0.258
9 Cl -3.39 0.47 0.33  -0.217
10 H -2.60 -1.48 -0.88  0.320
11 H 0.26 -2.39 0.82  0.408
12 H 2.13 -0.90 1.38  0.377
13 H 2.36 1.27 0.29  0.371
14 H 0.67 2.05 -1.31  0.369
15 H -1.36 0.73 -1.70  0.382
16 H -1.27 0.81 1.40  0.399

Summary:
**Highest occupied orbital energy**: -8.29 eV
**Structure (SMILES)**: O[C@@]12C=CC=C[C@@H]1[C@H]2Cl
**Spin multiplicity**: 1
**LUMO**: 0.7 eV

Below is a structure of composition C24H31N7O18V, with properties calculated with wB97M-V/def2-TZVPD.

Last column: Mulliken charge in e.
Cartesian coordinates (Å):
1 O 0.69 3.23 -0.43  -0.834
2 V 1.48 1.85 -0.52  0.120
3 O 1.73 1.39 -2.03  -0.709
4 O 2.47 1.26 0.60  -0.711
5 C 1.34 0.37 0.89  1.694
6 C -0.13 0.86 0.50  0.929
7 O -0.25 1.19 -0.89  -0.090
8 H 1.22 0.27 1.96  -0.307
9 H 1.55 -0.65 0.56  -1.776
10 H -0.21 1.74 1.14  -3.466
11 H -0.82 0.08 0.80  -0.114
12 C -1.59 2.64 1.00  -0.977
13 N -2.84 3.08 1.77  1.122
14 O -2.70 3.94 2.60  -0.678
15 O -3.83 2.43 1.52  -0.594
16 H -0.99 3.52 0.75  0.530
17 H -1.86 2.10 0.09  0.779
18 H -0.99 2.03 1.67  1.617
19 C 1.09 3.02 2.51  0.000
20 N 2.31 3.70 1.91  0.950
21 O 2.12 4.72 1.22  -0.565
22 O 3.35 3.03 1.93  -0.567
23 H 0.48 2.71 1.66  1.114
24 H 0.58 3.85 3.00  0.472
25 H 1.45 2.18 3.10  0.346
26 C 2.70 -2.15 0.85  -0.746
27 N 3.18 -1.06 0.01  1.205
28 O 3.57 -0.05 0.60  -0.551
29 O 3.36 -1.29 -1.15  -0.663
30 H 3.56 -2.79 1.00  0.341
31 H 1.88 -2.58 0.28  0.308
32 H 2.44 -1.73 1.83  0.281
33 C -1.33 -2.01 1.12  0.101
34 N 0.03 -2.41 1.74  0.830
35 O 0.96 -2.15 1.01  0.007
36 O 0.11 -2.95 2.83  -0.693
37 H -1.42 -0.93 0.96  0.493
38 H -2.11 -2.41 1.77  0.660
39 H -1.30 -2.60 0.21  0.149
40 C 1.64 -0.97 -1.37  1.167
41 C 0.35 -1.09 -0.83  0.638
42 C -0.43 -2.23 -1.09  -0.521
43 C -0.05 -3.30 -1.89  -0.743
44 C 1.31 -3.21 -2.33  -1.494
45 C 2.09 -2.05 -2.16  -0.475
46 N -0.96 -4.41 -2.28  1.102
47 O -0.53 -5.27 -3.05  -0.670
48 O -2.06 -4.38 -1.79  -0.669
49 H 2.07 0.02 -1.33  0.361
50 H -0.13 -0.27 -0.31  -0.689
51 H -1.41 -2.30 -0.65  0.563
52 H 1.79 -3.99 -2.90  0.466
53 H 3.09 -1.98 -2.55  0.495
54 C -0.06 0.73 -2.46  1.083
55 C 0.36 -0.28 -3.36  0.104
56 C 0.21 -0.03 -4.73  -1.482
57 C -0.26 1.18 -5.23  -0.284
58 C -0.59 2.20 -4.32  -1.283
59 C -0.48 1.91 -2.98  0.514
60 N -0.33 1.45 -6.70  0.857
61 O 0.12 0.58 -7.52  -0.585
62 O -0.91 2.52 -7.09  -0.597
63 H 0.02 0.45 -1.42  0.124
64 H 0.64 -1.28 -3.05  0.106
65 H 0.37 -0.80 -5.47  0.484
66 H -0.86 3.16 -4.73  0.510
67 H -0.62 2.75 -2.31  0.339
68 C -3.32 -0.07 2.05  -0.184
69 C -3.42 -1.15 2.92  -1.368
70 C -2.38 -1.38 3.83  -0.364
71 C -1.17 -0.61 3.87  -1.274
72 C -1.07 0.38 2.89  1.611
73 C -2.19 0.70 2.08  -1.024
74 N 0.00 -0.92 4.74  1.359
75 O -0.20 -1.68 5.64  -0.668
76 O 1.06 -0.29 4.63  -0.638
77 H -4.00 0.09 1.23  0.492
78 H -4.23 -1.87 2.88  0.374
79 H -2.52 -2.15 4.58  0.426
80 H -0.17 0.98 2.87  0.515
81 H -2.07 1.46 1.32  0.316

Summary:
**Highest occupied orbital energy**: -3.96 eV
**Charge**: -1
**Spin multiplicity**: 1
**LUMO**: 0.5 eV

Below is a cluster of 5 separate species, C33H40N3O2SSi in total, with properties calculated with wB97M-V/def2-TZVPD.

Last column: Mulliken charge in e.
Cartesian coordinates (Å):
1 C -7.77 0.50 -0.29  -0.357
2 C -7.56 -0.80 -0.26  -0.053
3 C -7.46 -2.41 -0.36  -0.609
4 C -6.16 -2.74 -1.26  0.305
5 N -6.34 -3.06 -2.67  0.179
6 N -5.08 -3.25 -3.15  -0.553
7 C -4.10 -3.04 -2.09  -0.072
8 C -2.50 -3.16 -2.39  -0.115
9 S -2.09 -1.60 -3.39  0.748
10 O -3.36 -0.76 -3.59  -0.609
11 O -1.09 -0.71 -2.69  -0.411
12 N -4.78 -2.72 -0.81  0.396
13 Si -4.02 -2.42 0.80  0.155
14 C -2.98 -3.95 1.38  -0.858
15 C -2.70 -1.00 0.52  -0.784
16 C -5.22 -1.84 2.18  -1.092
17 H -8.18 1.55 -0.59  0.360
18 H -8.38 -2.76 -0.99  0.368
19 H -7.49 -2.94 0.65  0.238
20 H -7.27 -3.12 -3.15  0.264
21 H -2.24 -4.07 -3.03  0.637
22 H -1.89 -3.12 -1.41  -0.019
23 H -1.60 -1.92 -4.66  0.222
24 H -2.28 -4.32 0.52  0.254
25 H -3.63 -4.79 1.82  0.342
26 H -2.25 -3.57 2.21  0.266
27 H -3.03 -0.13 1.20  0.276
28 H -2.69 -0.75 -0.60  0.368
29 H -1.66 -1.38 0.89  0.215
30 H -6.18 -2.46 2.29  0.295
31 H -5.39 -0.70 2.06  0.330
32 H -4.63 -1.96 3.18  0.377
33 C 0.34 1.38 4.24  -0.457
34 C 1.00 0.73 5.28  -0.533
35 C 0.58 -0.54 5.67  -0.377
36 C -0.49 -1.16 5.03  -0.531
37 C -1.14 -0.50 3.98  0.140
38 C -0.73 0.77 3.59  -0.437
39 H 0.67 2.37 3.93  0.413
40 H 1.83 1.21 5.78  0.378
41 H 1.09 -1.05 6.49  0.378
42 H -0.81 -2.15 5.33  0.361
43 H -1.97 -0.98 3.48  0.286
44 H -1.24 1.28 2.78  0.344
45 C 1.85 -4.19 -2.43  -0.552
46 C 1.17 -3.01 -2.72  -0.036
47 C 1.64 -2.16 -3.72  -0.418
48 C 2.78 -2.49 -4.44  -0.525
49 C 3.47 -3.67 -4.15  -0.390
50 C 3.00 -4.52 -3.14  -0.387
51 H 1.49 -4.85 -1.65  0.356
52 H 0.27 -2.75 -2.17  0.403
53 H 1.11 -1.24 -3.95  0.403
54 H 3.15 -1.84 -5.22  0.374
55 H 4.36 -3.93 -4.71  0.371
56 H 3.54 -5.43 -2.91  0.373
57 C 3.10 3.55 -0.24  -0.346
58 C 3.76 2.89 0.80  -0.348
59 C 3.34 1.63 1.20  -0.502
60 C 2.27 1.01 0.55  -0.424
61 C 1.62 1.66 -0.49  -0.285
62 C 2.03 2.93 -0.88  -0.564
63 H 3.42 4.54 -0.54  0.372
64 H 4.59 3.37 1.30  0.442
65 H 3.85 1.12 2.01  0.401
66 H 1.95 0.02 0.86  0.408
67 H 0.79 1.18 -1.00  0.484
68 H 1.52 3.45 -1.69  0.370
69 C 7.20 5.75 1.06  -0.373
70 C 7.57 7.07 1.30  -0.405
71 C 7.27 8.05 0.36  -0.359
72 C 6.60 7.72 -0.82  -0.393
73 C 6.23 6.40 -1.05  -0.469
74 C 6.53 5.41 -0.12  -0.348
75 H 7.43 4.98 1.79  0.366
76 H 8.08 7.33 2.21  0.354
77 H 7.57 9.08 0.54  0.356
78 H 6.37 8.49 -1.55  0.352
79 H 5.71 6.14 -1.97  0.368
80 H 6.24 4.38 -0.30  0.543

Summary:
**Highest occupied orbital energy**: -10.38 eV
**Charge**: +1
**Spin multiplicity**: 1
**LUMO**: -4.0 eV

Below is a structure of composition C9H22BKNO, with properties calculated with wB97M-V/def2-TZVPD.

Last column: Mulliken charge in e.
Cartesian coordinates (Å):
1 K 1.38 -4.05 -3.02  0.884
2 C -0.84 1.94 -2.25  -1.714
3 C -0.49 1.58 -0.74  1.348
4 C -0.72 2.95 0.03  -1.074
5 C -0.65 2.87 1.52  -0.750
6 C -1.68 1.85 2.00  -1.413
7 C -1.60 0.46 1.37  1.564
8 N -1.49 0.58 -0.15  0.339
9 O -1.50 -0.72 -0.78  -0.930
10 C -2.97 -0.19 1.80  -1.784
11 C -0.45 -0.37 2.14  -1.497
12 C 1.02 1.30 -0.71  -1.518
13 H -1.90 2.12 -2.44  0.428
14 H -0.59 1.08 -2.87  0.346
15 H -0.36 2.87 -2.55  0.353
16 H -1.67 3.33 -0.34  0.333
17 H 0.08 3.66 -0.14  0.401
18 H -0.71 3.83 2.04  0.405
19 H 0.35 2.54 1.80  0.298
20 H -2.68 2.28 1.99  0.422
21 H -1.58 1.84 3.09  0.411
22 H -3.21 -0.63 2.77  0.379
23 H -3.02 -1.18 1.36  0.405
24 H -3.85 0.40 1.53  0.382
25 H 0.57 0.00 1.99  0.307
26 H -0.53 -1.46 2.05  0.264
27 H -0.40 -0.14 3.20  0.403
28 H 1.33 0.41 -1.27  0.251
29 H 1.34 1.06 0.30  0.305
30 H 1.62 2.14 -1.06  0.386
31 B 5.08 -6.46 -2.51  -0.124
32 H 4.44 -6.53 -1.64  -0.193
33 H 4.99 -5.49 -2.98  -0.257
34 H 6.12 -6.68 -2.36  -0.208
35 H 4.57 -7.17 -3.15  -0.150

Summary:
**Highest occupied orbital energy**: -2.46 eV
**Charge**: -1
**Spin multiplicity**: 1
**LUMO**: 0.8 eV